117
Properties=species:S:1:pos:R:3:forces:R:3 method="wB97M-V/def2-TZVPD" total_charge=+1 total_energy_ev=-159532.2439
C 2.84318 0.44224 6.24207 -0.221 -0.495 -0.533
C 2.04992 -0.30177 5.43506 0.015 0.210 0.484
C 1.50945 0.14711 4.07764 1.611 0.131 -0.370
C 0.91486 1.55176 4.35735 -0.033 -0.163 0.031
C 2.76676 0.37562 3.17111 0.202 -0.716 0.148
O 3.59940 -0.78060 3.30280 -0.434 -0.176 -0.080
C 2.53505 0.56798 1.66058 -0.509 0.253 0.382
C 2.16279 2.00310 1.27588 0.260 0.269 0.217
Cl 1.90563 2.22325 -0.49141 -0.137 -0.140 -0.070
C 3.20868 3.08748 1.69232 -0.381 0.330 -0.001
C 2.79728 3.97963 2.87709 0.620 -0.178 0.058
Cl 4.85983 2.43034 1.91983 0.127 0.041 -0.081
C 1.64150 -0.58639 1.22000 0.906 -0.618 -1.115
N 1.54432 -0.72563 -0.19549 -0.556 -0.057 0.483
N 0.30355 -0.62997 1.98207 -0.001 0.521 0.683
C -0.69199 -1.53028 1.32404 -0.670 -0.358 -0.471
C -1.66816 -0.76273 0.41464 -0.158 -0.505 0.090
C -3.12466 -0.74863 0.93028 0.129 0.444 -0.430
C -3.62454 0.68459 1.09346 -0.378 -0.023 -0.236
C -5.00975 0.75564 1.72762 0.558 -0.059 0.065
O -4.92811 0.63687 3.13628 -0.258 -0.094 -0.061
C -4.70941 1.85497 3.81125 0.016 0.094 0.211
C 0.46354 -0.86994 3.50929 -0.382 0.040 -0.289
C 0.80477 -2.36497 3.71735 -0.185 -0.336 -0.019
C -0.25247 -3.31980 4.34268 0.789 -0.494 0.006
C -0.13204 -3.49538 5.86312 -0.246 -0.132 -0.145
Br 0.14282 -5.07852 3.51228 -0.167 0.054 -0.119
P -1.20430 -0.41129 4.28345 -0.231 -0.377 1.299
N -1.27896 -0.40026 5.83806 0.376 -0.137 -0.415
H 3.77221 0.89391 5.90490 -0.715 1.306 -0.282
H 2.53689 0.58229 7.27354 1.019 -1.191 0.452
H 1.75913 -1.27489 5.82098 -1.324 0.634 0.527
H 0.36308 1.55889 5.29469 -0.256 -0.088 -0.126
H 0.27658 1.92666 3.55538 0.052 0.122 -0.028
H 1.74504 2.23140 4.51334 -0.026 0.067 -0.078
H 3.30012 1.21508 3.60783 -0.125 0.183 -0.082
H 4.51262 -0.49814 3.35691 0.290 0.049 -0.043
H 3.48584 0.33321 1.18674 0.022 0.110 -0.072
H 1.22096 2.31347 1.72525 -0.052 -0.053 -0.040
H 3.30598 3.75940 0.84771 0.077 -0.209 -0.170
H 1.75990 3.83770 3.15915 -0.076 0.151 -0.045
H 3.44253 3.79100 3.73484 -0.192 -0.127 0.146
H 2.97277 5.01966 2.61225 -0.154 0.044 -0.013
H 2.17301 -1.48440 1.53814 -0.115 0.034 0.344
H 1.47945 -1.68600 -0.51515 -0.030 -0.046 -0.184
H 0.84807 -0.14453 -0.63689 0.208 0.159 -0.196
H -0.09086 0.31178 1.91635 0.027 0.041 -0.143
H -0.19325 -2.31439 0.76100 0.417 0.185 0.078
H -1.27910 -2.06136 2.06646 0.226 0.137 0.303
H -1.33730 0.26730 0.25295 0.103 0.016 -0.037
H -1.65523 -1.24701 -0.56104 0.130 0.126 -0.086
H -3.75200 -1.21278 0.16875 -0.078 -0.141 0.118
H -3.25364 -1.33092 1.84306 0.055 0.045 0.089
H -3.68158 1.12265 0.09212 0.151 0.092 -0.002
H -2.92158 1.28748 1.67817 -0.006 0.047 0.041
H -5.50729 1.68567 1.44199 -0.108 0.011 0.078
H -5.59892 -0.08775 1.36572 -0.170 0.047 0.057
H -5.17348 1.78122 4.79251 0.031 -0.047 0.041
H -5.15700 2.70318 3.28755 -0.051 -0.021 -0.076
H -3.64450 2.06889 3.95966 0.060 -0.014 -0.079
H 1.70370 -2.49545 4.31520 0.081 0.252 -0.045
H 1.08528 -2.79115 2.75639 -0.078 0.159 -0.127
H -1.27595 -3.14306 4.03603 -0.001 0.134 -0.035
H 0.72476 -2.94956 6.24937 -0.077 0.108 0.123
H 0.02754 -4.53898 6.11887 -0.030 -0.020 0.001
H -1.04747 -3.17788 6.35590 0.099 0.202 0.103
H -2.16155 -1.28453 3.75133 0.030 0.176 -0.406
H -1.55755 0.81255 3.67785 0.069 -0.120 -0.398
H -0.40458 -0.64105 6.28934 -0.125 0.172 0.267
C -4.65056 2.23337 -5.42856 -0.004 0.033 -0.027
O -3.88245 3.30216 -4.90394 0.022 -0.117 0.038
C -4.21431 3.64406 -3.57149 0.097 0.153 -0.182
C -3.20741 3.08710 -2.59113 -0.129 -0.062 0.206
O -3.24323 1.66693 -2.54261 0.077 -0.043 0.015
C -2.19180 1.05225 -3.26715 -0.011 -0.043 0.030
H -4.18082 1.92077 -6.35904 0.006 0.039 -0.015
H -4.67991 1.38277 -4.74295 -0.011 -0.001 0.006
H -5.67303 2.56065 -5.64232 -0.017 -0.037 0.023
H -5.22178 3.29873 -3.31895 0.006 -0.027 0.019
H -4.20259 4.73616 -3.50276 -0.029 -0.005 0.045
H -3.45162 3.45340 -1.58772 0.013 0.029 -0.013
H -2.20227 3.43809 -2.84489 0.005 -0.007 -0.036
H -1.23900 1.16878 -2.73229 0.038 0.026 -0.075
H -2.08871 1.46097 -4.27346 0.035 0.021 0.009
H -2.42274 -0.00973 -3.34457 -0.012 -0.003 0.026
C 1.34389 3.57902 -7.25733 0.027 0.018 -0.011
O 2.32517 2.82082 -6.56969 -0.122 -0.027 -0.034
C 1.94635 2.45958 -5.25630 0.298 0.029 -0.055
C 1.48804 1.02022 -5.18517 -0.234 0.009 0.178
O 0.27927 0.81911 -5.89589 0.028 -0.037 -0.041
C 0.46716 0.21353 -7.16461 -0.056 -0.001 -0.005
H 1.63917 3.62185 -8.30362 0.042 0.010 0.009
H 0.35541 3.11922 -7.18566 -0.006 0.006 0.012
H 1.29758 4.59910 -6.86232 -0.043 -0.004 0.005
H 1.16355 3.12639 -4.87898 -0.038 -0.029 -0.007
H 2.83046 2.57855 -4.62027 -0.037 -0.002 0.045
H 1.29579 0.76488 -4.13535 0.044 -0.006 0.003
H 2.27282 0.35398 -5.55702 0.023 0.027 -0.028
H 0.72267 -0.84578 -7.05335 0.040 0.006 -0.026
H 1.24905 0.71624 -7.73743 0.011 -0.007 0.005
H -0.47349 0.29171 -7.70625 -0.022 -0.010 0.029
C 2.21065 -4.20121 -0.51208 -0.043 0.080 0.115
O 1.79545 -3.35102 -1.56820 -0.017 -0.042 0.066
C 2.77519 -3.19073 -2.59456 -0.096 0.217 -0.085
C 2.46746 -4.04732 -3.80013 0.141 -0.163 -0.076
O 2.57970 -5.42581 -3.50072 -0.071 0.040 0.144
C 1.33392 -6.07356 -3.31006 0.028 -0.032 -0.048
H 1.32684 -4.40911 0.08959 -0.024 -0.074 0.074
H 2.62370 -5.14283 -0.87440 0.004 0.015 -0.046
H 2.95761 -3.69642 0.11480 0.057 -0.084 -0.016
H 3.77147 -3.42337 -2.20941 -0.009 -0.034 0.025
H 2.76267 -2.13757 -2.89105 0.022 0.001 0.008
H 3.19819 -3.81971 -4.58161 -0.018 0.037 -0.009
H 1.47142 -3.81354 -4.18952 -0.013 0.023 0.022
H 0.81285 -6.19843 -4.26428 -0.043 0.021 0.019
H 0.69212 -5.52089 -2.61845 -0.012 0.005 -0.011
H 1.53852 -7.05735 -2.89273 0.031 -0.008 -0.027